No. 1
{"formula": "C17H33N2O2P2Rh", "method": "the ωB97M-V functional and the def2-TZVPD basis", "species": ["O", "C", "H", "C", "H", "H", "H", "H", "H", "H", "H", "H", "H", "H", "H", "H", "H", "C", "C", "C", "H", "C", "P", "H", "P", "H", "H", "H", "C", "H", "H", "H", "C", "N", "H", "Rh", "H", "C", "H", "H", "C", "O", "H", "C", "H", "C", "H", "H", "H", "H", "C", "C", "C", "H", "C", "N", "C"], "xyz": [[-0.65411, 2.42518, -2.34219], [1.24529, -1.11652, -2.49529], [-2.87501, 2.02598, 0.59481], [-0.55321, -0.38222, 3.26041], [0.13949, -2.19012, 4.17011], [2.21249, 1.01738, -2.36799], [3.49119, 1.08498, 1.38861], [-2.78391, -2.04292, 1.52891], [2.67799, -2.88322, 0.58961], [0.97429, 2.89178, 1.38861], [-0.20411, 3.81288, 2.37081], [3.40679, -1.07142, -2.36659], [3.23869, 1.72358, -0.27949], [0.06629, 1.01808, -0.50169], [0.04209, -1.77572, 0.69411], [-2.43111, 1.83318, -1.13999], [0.50089, 1.09318, 0.19881], [-0.65901, 1.72778, 3.91461], [-2.96731, 1.37418, -0.29089], [-0.05991, -1.74992, -4.46409], [-3.07911, -0.44862, 2.27551], [-3.17501, -1.02952, 1.34291], [2.44679, -0.56132, -0.08759], [-0.54621, 3.31848, -1.96899], [-2.13221, -0.22242, 0.06381], [-4.03461, 1.22878, -0.53309], [-3.27661, -0.95032, -2.03279], [-0.77051, 2.61888, 4.51861], [-1.24991, -1.61242, -3.71499], [-2.52691, -2.28112, -1.12139], [0.28979, 2.18288, -2.56289], [-0.41371, -2.46532, 2.51101], [-0.07421, 2.89748, 1.75511], [-0.27871, 0.37058, 2.15081], [-1.61531, -2.16632, 3.77691], [0.16669, -0.24802, 0.25351], [4.61069, 0.61148, 0.05631], [-1.14591, -1.23922, -2.37529], [-4.23571, -1.08032, 1.04201], [2.35139, 2.03308, -3.54009], [3.25039, -1.96652, 0.80221], [2.00379, 1.97068, -2.63239], [3.22899, -1.76992, 1.88811], [1.16679, -1.52682, -3.86559], [-0.77241, 2.95578, 0.89891], [-0.33811, 1.66728, 2.57541], [-1.03451, 0.12068, 5.35321], [-0.10891, -2.05232, -5.51619], [4.29509, -2.09662, 0.46941], [-2.22881, -1.82062, -4.15419], [-2.36951, -1.24372, -1.47669], [2.47459, -0.81132, -1.84799], [3.56369, 0.85248, 0.31261], [2.09799, -1.65262, -4.42629], [-0.60751, -1.87802, 3.41081], [0.05319, -0.95712, -1.79829], [-0.79341, 0.43578, 4.34641]], "atomic_forces_ev_per_a": [[0.8, 0.6, 0.1], [-0.6, -0.4, -1.8], [-0.1, -0.2, -0.3], [0.5, -1.4, -2.0], [-0.5, 0.2, -0.2], [-0.4, 1.2, -0.4], [0.0, -0.1, -0.4], [-0.2, 0.4, -0.1], [0.2, 0.4, 0.1], [-0.6, 0.0, 0.0], [0.0, -0.7, -0.3], [-0.4, 0.2, 0.0], [0.1, -0.3, 0.3], [-1.0, 2.6, -2.9], [0.0, -0.7, 0.2], [-0.3, -0.2, 0.3], [2.4, 6.1, 0.8], [-0.7, -0.2, 2.9], [-0.2, -0.2, 0.0], [-2.6, -0.6, -1.8], [-0.2, -0.2, -0.3], [-0.2, 0.1, -0.1], [-0.4, 0.1, 1.0], [-0.2, -0.5, -0.3], [-0.9, -0.5, -1.2], [0.4, 0.2, 0.1], [0.3, -0.1, 0.2], [0.0, 0.0, -0.2], [1.2, 0.0, 0.1], [-0.1, 0.3, 0.1], [-0.9, 0.1, 0.2], [0.0, 0.5, 0.0], [0.1, 0.0, 0.0], [0.0, 0.5, 3.2], [0.5, 0.2, 0.0], [-0.4, -7.8, 0.3], [-0.3, 0.2, 0.1], [-0.8, 0.0, -0.4], [0.4, 0.0, 0.2], [-0.2, 0.0, 0.5], [0.3, -0.1, -0.5], [0.7, -0.9, -0.2], [0.0, 0.0, -0.5], [2.4, 0.8, 2.1], [0.5, -0.1, 0.2], [0.5, 0.1, -1.9], [0.0, -0.1, -0.1], [0.0, 0.2, 0.5], [-0.3, -0.1, 0.2], [0.3, 0.1, 0.1], [-0.2, -0.1, 0.2], [0.2, -1.0, -0.2], [0.2, -0.2, -0.4], [-0.3, 0.0, 0.2], [0.0, -0.1, -0.1], [1.0, -0.2, -0.1], [-0.5, 2.1, 2.3]], "spin_multiplicity": 5, "gap_ev": [3.942, 5.489], "de_lowest_kj_mol": 81.02, "mol_weight_g_mol": 462.32, "s_squared": 6.04, "lumo_ev": [0.5424, -2.2371], "total_energy_ha": -1720.5591}

***

No. 2
{"formula": "C17H33NO6", "method": "the ωB97M-V functional and the def2-TZVPD basis", "species": ["H", "H", "O", "H", "H", "O", "H", "H", "H", "C", "H", "C", "C", "H", "H", "C", "H", "H", "H", "C", "H", "H", "C", "H", "C", "O", "C", "H", "O", "H", "H", "O", "C", "C", "C", "C", "H", "H", "H", "H", "H", "H", "H", "H", "N", "H", "C", "H", "C", "O", "H", "H", "C", "C", "H", "C", "H"], "xyz": [[0.37735, 0.32397, 0.10046], [-1.09555, -3.85355, 0.94664], [0.07434, -0.03691, 4.11209], [1.92292, -2.96738, -1.53947], [2.58711, 0.32797, 0.23924], [-2.87205, -2.83463, 0.69869], [-1.42952, -0.43879, -4.24821], [-2.74555, 3.16336, -2.33940], [3.38167, -0.46469, 1.61760], [-0.58537, 0.87022, 1.95590], [2.51972, 3.47550, 2.31234], [-1.81871, -1.06925, 2.92162], [-1.01797, 0.20502, 3.26772], [0.55855, 2.09443, 3.20248], [-2.99895, 1.36200, -3.97176], [-2.24173, 1.24790, -3.19125], [-2.17964, -3.74241, 2.35819], [-1.68848, 0.87514, 3.81757], [-1.38201, 3.21046, -3.45657], [-1.05775, 0.47247, -3.77102], [-2.00157, -1.63027, 3.85459], [3.12452, -1.34502, -2.76754], [1.64929, 3.91230, 1.82728], [-1.47437, 1.17624, 1.39244], [0.75478, 2.81737, 1.28847], [1.39532, -0.48042, 1.70922], [2.56117, -0.54684, 0.89825], [-0.09866, -2.30912, 2.52776], [-0.60055, -1.26802, 0.80951], [2.51289, -2.68001, 0.76238], [-2.68959, 0.66726, -2.38096], [0.51209, 2.66648, 0.10795], [0.18784, -0.13935, 1.07416], [-0.02940, 0.09385, -2.70870], [-1.85766, 2.62838, -2.66986], [2.23503, -0.96703, -2.25716], [-3.39933, -1.38296, 1.84128], [-2.52760, -2.29254, -0.02385], [1.53290, -0.22163, -4.14257], [3.77670, -1.90794, -0.20029], [0.78429, -0.42620, 3.57875], [2.49698, 0.00146, -1.82745], [-0.53866, -0.46096, -1.91797], [0.80642, -1.79564, -0.86253], [0.23498, 2.02152, 2.24899], [-0.57658, 1.07625, -4.54413], [-1.77634, -3.19630, 1.50291], [0.38211, 1.00370, -2.26910], [1.84405, -1.94911, -1.15033], [-3.02839, -0.64451, 2.35438], [0.73658, -1.70695, -3.62459], [1.10788, 4.51226, 2.55451], [1.11643, -0.74302, -3.27722], [2.72718, -1.84137, 0.09577], [-1.17202, 2.56065, -1.82965], [-0.99248, -1.96879, 1.98493], [1.97538, 4.54546, 1.00751]], "atomic_forces_ev_per_a": [[0.1, -0.1, 0.2], [-0.1, 0.0, 0.1], [0.4, -0.2, 0.3], [-0.1, 0.0, 0.0], [0.0, 0.0, 0.1], [-0.4, 0.1, -0.4], [0.0, 0.0, -0.1], [0.0, 0.1, 0.1], [0.0, 0.1, -0.2], [0.1, -0.3, -0.2], [0.1, 0.0, 0.1], [0.6, -0.1, 0.2], [-0.7, 0.1, -0.4], [0.1, 0.1, -0.1], [-0.1, -0.1, 0.1], [0.1, 0.1, -0.2], [0.1, 0.0, 0.0], [0.0, -0.1, -0.1], [0.1, 0.1, -0.1], [-0.2, 0.0, 0.3], [0.1, 0.1, -0.1], [0.1, 0.1, 0.0], [0.0, 0.0, -0.3], [0.1, -0.1, 0.1], [0.2, 0.3, 0.6], [-0.3, -0.1, 0.1], [0.4, -0.2, -0.1], [-0.1, 0.0, 0.0], [-0.1, -0.2, 0.1], [0.1, 0.0, 0.1], [-0.1, -0.1, 0.0], [-0.1, 0.0, -0.5], [-0.1, 0.6, -0.3], [0.0, -0.1, -0.5], [-0.1, -0.2, 0.0], [-0.2, -0.2, -0.1], [0.1, 0.2, 0.0], [0.0, 0.0, 0.0], [0.0, 0.0, -0.1], [0.1, 0.0, 0.0], [0.0, 0.1, 0.0], [0.1, 0.1, 0.0], [0.0, 0.0, 0.1], [0.0, -0.1, 0.0], [-0.2, -0.2, 0.3], [0.0, 0.0, -0.1], [0.7, 0.1, 0.3], [0.0, 0.0, 0.1], [0.2, 0.2, 0.0], [-0.3, 0.0, -0.2], [0.0, 0.0, -0.1], [0.0, 0.1, 0.1], [0.1, 0.2, 0.3], [-0.4, 0.2, 0.1], [0.1, 0.1, 0.1], [-0.4, -0.2, 0.3], [0.0, 0.0, 0.0]], "spin_multiplicity": 1, "gap_ev": 10.344, "de_lowest_kj_mol": 4.38, "smiles": "CCCCCCCCCO[C@H]1O[C@H](CO)[C@H](O)[C@@H](O)[C@H]1NC(C)=O", "mol_weight_g_mol": 347.45, "lumo_ev": 0.6829, "total_energy_ha": -1173.7864}

***

No. 3
{"formula": "C17H34BBaN4O7", "method": "the ωB97M-V functional and the def2-TZVPD basis", "species": ["H", "H", "C", "C", "H", "H", "H", "H", "B", "H", "H", "H", "C", "O", "H", "N", "H", "C", "H", "C", "H", "H", "C", "H", "C", "C", "C", "H", "C", "H", "H", "H", "N", "N", "H", "O", "O", "C", "H", "H", "C", "N", "Ba", "C", "H", "H", "H", "C", "H", "H", "C", "O", "H", "H", "C", "H", "H", "O", "O", "C", "H", "H", "H", "O"], "xyz": [[2.95231, -3.50688, -2.33610], [-3.38853, 0.16838, 1.90629], [3.01824, -0.66640, -2.13975], [-1.51035, 2.65202, -0.91092], [0.31839, -3.35997, 5.14108], [0.06754, -5.68317, 4.49026], [3.81098, -2.65055, 0.38832], [-0.64523, 3.12228, 0.98076], [-0.32938, -2.78130, 1.67509], [3.11734, 1.72233, -3.81948], [-3.24677, -5.56353, 2.53983], [-3.77445, 1.73019, -0.68650], [0.04538, 1.93448, 3.02041], [-3.06562, -0.21787, -0.78391], [4.60924, -3.53802, -1.70648], [3.69220, -0.24766, -3.27214], [-1.99690, 2.56021, 3.30727], [3.87382, -2.92178, -2.22511], [-3.67862, -3.76547, 4.38379], [-0.85441, -5.50861, 3.93311], [-4.18415, -2.80361, 2.98650], [5.54525, -0.73716, -2.45022], [-3.30097, 1.08970, 1.32300], [2.12437, -2.46324, -0.12612], [-2.78654, -4.78410, 1.92719], [-1.48964, 1.71178, 2.83148], [3.04211, 0.68380, -4.16603], [-1.39536, -3.41950, 5.60082], [5.14152, -0.22422, -3.31754], [-4.81535, 0.47767, -0.02756], [-2.00325, -5.22872, 1.31287], [-2.35013, 3.55792, 0.84228], [3.63480, -1.70794, -1.45506], [1.90073, -0.18387, -1.73140], [-0.84040, -6.14245, 3.04858], [0.36441, 2.79585, 3.83521], [0.81927, 1.19046, 2.33048], [-3.77615, 0.80796, -0.09871], [5.50576, 0.80904, -3.31190], [-0.78211, -2.11847, 4.55389], [-0.69914, -3.17872, 4.79353], [-1.92585, 1.55894, 1.43628], [-0.10144, -0.06409, 0.35614], [3.11142, -1.98811, -0.12233], [1.98978, 0.42990, -4.28049], [5.51309, -0.70969, -4.22479], [-2.33194, 0.24066, -1.23514], [-0.94132, -4.03762, 3.55429], [-3.01025, -2.14290, 4.12779], [3.04121, -1.06454, 0.44839], [-3.33659, -3.05288, 3.62735], [-1.74178, -2.63884, 1.87077], [1.65519, 0.67765, -2.21145], [-1.75312, 0.79938, 3.37574], [-2.22342, -3.64552, 2.77623], [3.51408, 0.61770, -5.14726], [-1.69672, -5.80184, 4.56626], [-1.83277, 3.66600, -1.52039], [-1.04654, 1.57110, -1.42712], [-1.62200, 2.76127, 0.64841], [-3.54226, -4.37044, 1.25868], [-3.99908, 1.83266, 1.74962], [4.25570, -2.68377, -3.21501], [0.10237, -3.73257, 2.61560]], "atomic_forces_ev_per_a": [[0.0, 0.0, 0.0], [0.0, 0.0, 0.0], [0.0, -0.1, 0.0], [-0.1, 0.3, 0.0], [0.0, 0.0, 0.0], [0.0, 0.0, 0.0], [0.0, 0.0, 0.0], [0.0, 0.1, 0.0], [-0.2, 0.0, 0.0], [0.0, 0.0, 0.0], [0.0, 0.0, 0.0], [0.0, 0.0, 0.0], [-0.1, 0.1, 0.0], [0.3, 0.2, 0.3], [0.0, 0.0, 0.0], [0.0, -0.1, 0.0], [0.0, 0.0, 0.0], [0.1, 0.0, 0.0], [0.0, 0.0, 0.0], [0.0, 0.0, 0.0], [0.0, 0.0, 0.0], [0.0, 0.0, 0.0], [0.0, 0.0, 0.0], [0.0, 0.0, 0.0], [0.0, 0.0, 0.0], [-0.1, 0.2, 0.0], [0.0, 0.0, 0.0], [0.0, 0.0, 0.0], [0.0, 0.0, 0.0], [0.0, 0.0, 0.0], [0.0, 0.0, 0.0], [0.0, 0.0, 0.1], [-0.1, 0.1, 0.0], [0.0, 0.2, 0.1], [0.0, 0.0, 0.0], [0.0, -0.1, 0.0], [-0.3, 0.2, 0.0], [-0.1, 0.0, 0.0], [0.0, 0.0, 0.0], [0.0, 0.0, 0.0], [0.0, 0.0, 0.0], [0.3, 0.1, -0.4], [0.9, -1.3, -0.1], [0.0, 0.0, 0.0], [0.0, 0.0, 0.0], [0.0, 0.0, 0.0], [-0.2, 0.2, -0.2], [0.0, 0.0, 0.0], [0.0, 0.0, 0.0], [0.0, 0.0, 0.0], [0.0, 0.0, 0.0], [0.2, 0.1, 0.1], [0.0, 0.0, -0.1], [0.0, 0.0, 0.0], [-0.1, 0.0, 0.0], [0.0, 0.0, 0.0], [0.0, 0.0, 0.0], [0.0, 0.0, 0.0], [-0.2, 0.0, 0.2], [-0.2, 0.0, -0.1], [0.0, 0.0, 0.0], [0.0, 0.0, 0.0], [0.0, 0.0, 0.0], [0.0, -0.2, 0.0]], "spin_multiplicity": 1, "gap_ev": 5.577, "mol_weight_g_mol": 554.62, "lumo_ev": 2.2305, "charge": -1, "total_energy_ha": -1464.4438}

***

No. 4
{"formula": "C17H34BiGeN4O4", "method": "the ωB97M-V functional and the def2-TZVPD basis", "species": ["H", "O", "C", "N", "H", "N", "Bi", "H", "C", "H", "C", "C", "H", "H", "H", "C", "H", "H", "C", "H", "H", "H", "C", "C", "H", "H", "C", "H", "H", "H", "H", "H", "H", "C", "C", "C", "O", "C", "C", "H", "C", "N", "C", "H", "H", "H", "H", "H", "H", "H", "C", "H", "N", "H", "O", "H", "H", "Ge", "O", "H", "H"], "xyz": [[3.31144, 4.75302, -1.04012], [2.70929, -2.76355, 3.90776], [1.07073, -3.13269, 2.13020], [1.08262, 3.64555, -0.24684], [-0.07670, -5.02341, 1.78265], [-0.05609, 3.01862, 0.04973], [-0.18009, -0.24648, -0.80561], [4.55312, -3.77576, -5.78372], [1.15134, 4.99181, -0.90343], [2.68323, -1.86254, 3.54679], [2.01528, -3.36525, -4.77032], [1.62128, -0.63027, 1.54348], [3.81663, -1.25786, -4.66035], [2.06527, 5.90671, 0.86773], [6.02181, 0.04741, -4.64382], [-0.05832, 5.19178, -1.80294], [2.96035, -1.91582, -1.61232], [0.11091, 6.08699, -2.39939], [1.07864, -2.61283, -3.79272], [-0.98090, 5.37088, -1.24500], [5.06861, -1.10376, -1.95758], [1.98081, 0.81644, -4.05324], [3.20280, -4.05450, -4.10638], [0.15755, -3.99905, 1.52824], [2.43847, 4.39743, -2.55267], [3.81344, 0.33177, -5.35259], [5.74642, -1.04112, -2.81711], [-0.19500, 4.36562, -2.50442], [0.28487, -2.10013, -4.33846], [-1.16698, -3.69785, -0.08071], [-0.15939, 2.79051, 1.03778], [1.38924, -4.10590, -5.27277], [3.72194, -3.36552, -3.42063], [4.20145, -4.57684, -5.13058], [2.76175, 0.31771, -3.48110], [2.46688, 5.03754, -1.67068], [2.39408, -0.35262, 2.40481], [3.92647, -0.19319, -4.40287], [1.91447, -3.61875, 3.29747], [-0.86237, 3.50117, -0.34351], [0.95296, -1.95438, 1.40884], [0.03996, -2.09547, 0.42176], [5.31680, 0.02714, -3.81072], [2.64114, 6.06031, -2.00089], [5.06701, -5.02438, -4.64560], [5.36447, 1.01905, -3.35404], [3.13811, 0.99764, -2.71779], [2.84263, -4.87715, -3.48221], [2.35279, -2.68168, -5.55257], [1.13566, 6.99397, -0.16269], [1.15934, 5.99192, 0.26751], [1.86970, 3.37368, 0.34044], [-0.43262, -3.35285, 0.52367], [0.60638, -3.31931, -3.10457], [1.80680, -4.76867, 3.59092], [5.79001, -2.02397, -3.29047], [6.73491, -0.82729, -2.41444], [2.10300, -1.33525, -2.74320], [1.25381, 0.26467, 0.59147], [0.28176, 5.87959, 0.90489], [3.74453, -5.34026, -5.76081]], "atomic_forces_ev_per_a": [[0.0, 0.0, 0.0], [0.0, 0.0, 0.0], [0.0, 0.0, 0.0], [0.0, 0.1, 0.3], [0.0, 0.0, 0.0], [-0.1, 0.5, 0.0], [-0.2, -0.2, 0.0], [0.0, 0.0, 0.0], [0.0, 0.0, -0.1], [0.0, 0.0, 0.0], [-0.1, 0.0, 0.0], [0.0, 0.0, 0.0], [0.0, 0.0, 0.0], [0.0, 0.0, 0.0], [0.0, 0.0, 0.0], [0.0, 0.0, 0.0], [-0.3, 0.1, 0.3], [0.0, 0.0, 0.0], [-0.3, 0.1, 0.1], [0.0, 0.0, 0.0], [0.0, 0.0, 0.0], [0.0, 0.0, -0.1], [0.0, 0.0, 0.0], [0.0, 0.0, 0.0], [0.0, 0.0, 0.0], [0.0, 0.0, 0.0], [0.0, 0.0, 0.1], [0.0, 0.0, 0.0], [0.0, 0.0, 0.0], [0.0, 0.0, 0.0], [0.1, -0.2, 0.0], [0.0, 0.0, 0.0], [0.0, 0.0, 0.0], [0.0, 0.0, 0.0], [-0.2, 0.1, 0.1], [0.0, 0.0, 0.0], [0.0, 0.0, 0.0], [0.0, 0.0, 0.0], [0.0, 0.0, 0.0], [0.0, 0.0, 0.0], [0.1, 0.0, 0.0], [0.0, 0.0, 0.1], [0.0, 0.0, -0.1], [0.0, 0.0, 0.0], [0.0, 0.0, 0.0], [0.0, 0.0, 0.0], [0.0, 0.0, 0.0], [0.0, 0.0, 0.1], [0.0, 0.0, 0.0], [0.0, 0.0, 0.0], [0.0, 0.0, 0.0], [0.0, 0.0, -0.1], [0.0, 0.0, 0.0], [0.1, 0.0, 0.0], [0.0, 0.0, 0.0], [0.0, 0.0, 0.0], [0.0, 0.0, 0.0], [0.8, -0.4, -0.6], [0.0, 0.1, 0.0], [0.0, 0.0, 0.0], [0.0, 0.0, 0.0]], "spin_multiplicity": 1, "gap_ev": [6.794, 5.266], "de_lowest_kj_mol": 161.01, "mol_weight_g_mol": 640.07, "lumo_ev": [-11.3187, -12.8452], "charge": 3, "total_energy_ha": -3478.5635}